Record 1
Entry from OMol25: a 3-piece molecular cluster, C31H66BBrN5O8S2 overall at a distorted geometry (ωB97M-V/def2-TZVPD).

XYZ file:
```
114
Properties=species:S:1:pos:R:3:mulliken_charge:R:1
C 1.954 -1.841 6.397 -0.77
C 2.685 -0.571 5.616 -0.33
C 3.562 -1.042 4.301 -0.53
C 3.067 -0.167 3.007 -0.36
N 2.354 -1.011 1.930 0.11
C 1.782 0.020 0.982 -0.53
C 1.488 -0.553 -0.546 0.18
C 0.830 0.646 -1.449 -0.84
C -0.671 0.360 -2.023 -0.63
C -1.916 0.657 -1.019 1.28
B -3.041 1.648 -1.774 0.78
O -3.258 1.728 -3.228 -0.37
O -3.847 2.550 -0.915 -0.47
C -5.062 1.893 -0.410 -0.19
C -4.973 1.610 1.236 -0.57
C -1.519 1.504 0.358 -0.25
O -1.065 2.787 0.286 -0.84
O -1.686 0.983 1.737 -0.64
N -2.696 -0.551 -0.553 -0.04
Br -3.758 -1.312 -1.892 -0.13
C -1.821 -1.675 -0.053 0.67
C -2.624 -2.852 0.782 0.23
C -2.961 -2.834 2.387 -1.08
N -3.018 -3.988 0.070 -0.61
C 1.290 -1.846 2.607 0.01
S -0.027 -1.274 3.518 -0.15
S 1.452 -3.737 2.472 -0.19
C 1.627 -4.236 0.675 0.10
C 1.552 -5.874 0.542 -0.51
C -0.038 -6.364 0.488 -0.71
H 2.424 -1.978 7.461 0.29
H 0.786 -1.665 6.480 0.14
H 2.140 -2.784 5.727 0.17
H 1.800 0.173 5.336 0.17
H 3.370 0.049 6.372 0.37
H 3.602 -2.199 4.132 0.36
H 4.684 -0.704 4.527 0.27
H 2.301 0.702 3.279 0.20
H 3.979 0.358 2.486 0.25
H 0.874 0.578 1.464 0.23
H 2.633 0.846 0.842 0.12
H 0.913 -1.572 -0.570 -0.38
H 2.570 -0.787 -0.995 0.39
H 1.531 0.744 -2.413 0.40
H 0.974 1.649 -0.865 0.27
H -0.766 1.012 -3.020 0.12
H -0.669 -0.767 -2.419 0.03
H -2.598 2.410 -3.599 0.26
H -5.411 0.956 -1.018 0.14
H -5.939 2.695 -0.521 0.28
H -4.290 0.692 1.500 -0.06
H -4.599 2.577 1.826 0.21
H -6.044 1.369 1.690 0.35
H -0.961 -1.289 0.676 -0.70
H -1.237 -2.247 -0.923 0.04
H -3.956 -3.433 2.547 0.43
H -2.108 -3.482 2.913 0.20
H -2.932 -1.778 2.889 0.19
H -3.514 -4.661 0.695 0.28
H 2.649 -3.771 0.287 0.33
H 0.683 -3.787 0.103 -0.27
H 2.059 -6.153 -0.479 0.28
H 2.151 -6.377 1.438 0.26
H -0.509 -5.964 -0.533 0.24
H -0.663 -5.960 1.410 0.15
H -0.127 -7.550 0.475 0.32
C -2.622 0.383 -8.707 -0.73
O -2.077 0.190 -7.412 -0.35
C -3.056 0.119 -6.368 -0.50
C -3.250 -1.330 -5.878 0.27
N -3.925 -2.159 -6.876 -0.42
C -3.813 -3.604 -6.657 -0.77
C -2.409 -4.227 -6.496 -0.43
O -1.632 -4.268 -7.694 -0.45
C -1.058 -3.027 -8.067 -0.46
H -1.815 0.706 -9.371 0.25
H -3.024 -0.549 -9.110 0.30
H -3.401 1.153 -8.710 0.32
H -4.007 0.578 -6.663 0.47
H -2.656 0.706 -5.533 0.00
H -3.844 -1.322 -4.958 0.19
H -2.257 -1.717 -5.635 0.03
H -3.546 -1.950 -7.801 0.17
H -4.293 -4.086 -7.517 0.37
H -4.416 -3.865 -5.778 0.39
H -2.556 -5.276 -6.210 0.35
H -1.834 -3.781 -5.677 0.33
H -0.708 -2.453 -7.203 0.27
H -1.774 -2.451 -8.656 0.10
H -0.200 -3.225 -8.714 0.32
C 4.574 6.204 6.418 -0.74
O 3.502 5.299 6.207 -0.30
C 2.349 5.889 5.593 -0.82
C 2.232 5.480 4.111 0.09
N 3.268 6.103 3.288 -0.37
C 3.464 5.489 1.971 -1.00
C 3.739 3.972 1.890 0.12
O 5.029 3.573 2.355 -0.48
C 5.162 3.539 3.767 -0.48
H 5.269 5.749 7.130 0.22
H 5.126 6.386 5.494 0.30
H 4.227 7.156 6.835 0.32
H 2.329 6.978 5.716 0.38
H 1.480 5.484 6.124 0.39
H 1.248 5.777 3.733 0.41
H 2.291 4.389 4.078 -0.09
H 4.159 6.071 3.786 0.14
H 4.315 6.006 1.512 0.38
H 2.588 5.720 1.352 0.40
H 3.719 3.700 0.827 0.35
H 2.955 3.368 2.360 0.04
H 4.260 3.168 4.261 0.19
H 5.433 4.530 4.135 0.20
H 5.989 2.869 4.018 0.34
```

Its highest occupied orbital energy is -0.180 Ha. Its largest force on an atom is 0.146 hartree/bohr. For the LUMO energy, the calculation gives 1.77 eV. Its charge is -1. The calculation puts the frontier orbital gap at 6.67 eV.

---

Record 2
Entry from OMol25: C50H41IrN4O3P2STe as an isolated structure at a distorted geometry (ωB97M-V/def2-TZVPD).

XYZ file:
```
103
Properties=species:S:1:pos:R:3:mulliken_spin:R:1
Ir -0.817 0.167 -2.054 1.89
C -2.895 2.281 -5.350 -0.01
O -2.168 1.723 -6.489 0.14
C -1.347 0.727 -6.415 0.22
C -0.977 0.140 -7.640 -0.06
C -0.193 -0.971 -7.647 0.12
C 0.263 -1.548 -6.426 0.10
C -0.025 -1.002 -5.212 0.01
C 0.521 -1.700 -4.051 0.05
N 0.415 -1.410 -2.820 -0.01
N 1.094 -2.379 -2.069 0.02
C 1.322 -2.299 -0.833 -0.02
O 0.972 -1.173 -0.166 0.17
C 1.974 -3.474 -0.172 0.00
C 2.228 -4.594 -0.974 0.00
C 2.834 -5.719 -0.449 0.00
C 3.209 -5.752 0.887 0.00
C 2.964 -4.653 1.691 0.00
C 2.344 -3.528 1.166 0.00
C -0.791 0.222 -5.163 0.20
O -0.964 0.876 -4.126 0.31
H -3.711 2.835 -5.794 0.00
H -2.255 2.940 -4.777 0.01
H -3.277 1.494 -4.705 0.01
H -1.356 0.583 -8.552 0.00
H 0.066 -1.438 -8.587 0.01
H 0.862 -2.451 -6.460 0.01
H 1.104 -2.593 -4.260 0.00
H 1.941 -4.563 -2.015 0.00
H 3.014 -6.577 -1.085 0.00
H 3.691 -6.632 1.298 0.00
H 3.256 -4.662 2.733 0.00
H 2.167 -2.706 1.825 0.00
Te -1.941 0.796 2.601 0.01
C -1.051 2.205 3.907 0.01
C -0.574 3.420 3.433 0.00
C 0.073 4.268 4.322 0.00
N 0.266 3.983 5.615 0.00
C -0.212 2.818 6.059 0.00
C -0.875 1.900 5.250 0.00
C -0.366 0.760 1.236 0.06
P -0.280 1.636 -0.308 0.49
C 1.491 2.100 -0.383 -0.02
C 2.091 2.728 0.711 0.00
C 3.427 3.089 0.665 0.00
C 4.185 2.816 -0.472 0.00
C 3.604 2.179 -1.558 0.02
C 2.256 1.827 -1.514 -0.04
C -1.154 3.230 -0.216 0.03
C -0.467 4.420 -0.472 0.03
C -1.132 5.640 -0.430 -0.01
C -2.487 5.686 -0.135 0.01
C -3.180 4.505 0.095 -0.01
C -2.524 3.285 0.034 0.01
P 0.672 -0.593 1.326 -0.15
C -0.042 -1.939 2.251 0.00
C -1.151 -2.558 1.662 -0.03
C -1.818 -3.562 2.342 0.01
C -1.381 -3.944 3.607 0.00
C -0.271 -3.338 4.185 0.00
C 0.407 -2.334 3.507 0.00
C 2.251 -0.057 2.005 0.02
C 2.197 0.614 3.231 -0.01
C 3.356 1.145 3.780 0.00
C 4.565 1.021 3.101 0.00
C 4.619 0.366 1.880 0.00
C 3.464 -0.171 1.328 0.00
H -0.702 3.711 2.395 0.00
H 0.450 5.227 3.982 0.00
H -0.048 2.601 7.110 0.00
H -1.234 0.964 5.668 0.00
H 1.502 2.927 1.601 -0.01
H 3.882 3.582 1.516 0.00
H 5.229 3.104 -0.509 0.00
H 4.194 1.964 -2.443 0.00
H 1.793 1.346 -2.369 0.00
H 0.591 4.405 -0.694 0.00
H -0.585 6.554 -0.631 0.00
H -3.005 6.637 -0.103 0.00
H -4.240 4.531 0.317 0.00
H -3.086 2.378 0.164 0.02
H -1.493 -2.248 0.677 0.00
H -2.682 -4.037 1.892 0.02
H -1.906 -4.726 4.144 0.00
H 0.072 -3.651 5.165 0.00
H 1.277 -1.867 3.953 0.00
H 1.247 0.737 3.745 0.00
H 3.311 1.668 4.729 0.00
H 5.469 1.446 3.525 0.00
H 5.561 0.274 1.352 0.00
H 3.509 -0.666 0.366 0.00
S -3.188 0.132 -1.894 0.35
C -3.752 -1.287 -1.002 0.24
N -4.286 -1.049 0.283 0.23
C -4.970 -2.054 0.985 0.27
C -5.029 -3.305 0.479 -0.14
C -4.420 -3.606 -0.772 0.49
C -3.808 -2.544 -1.497 -0.11
H -4.278 -0.112 0.629 -0.04
H -5.432 -1.762 1.916 0.03
H -5.566 -4.068 1.030 -0.01
H -4.466 -4.603 -1.185 0.04
H -3.389 -2.710 -2.483 -0.01
```

Its highest occupied orbital energy (spin up / spin down) is -0.262 / -0.366 Ha. As for the energy above the lowest of the compared OMol25 structures with the same formula, charge and spin: 54.0 kJ/mol. Its largest force on an atom is 0.031 hartree/bohr. The spin multiplicity is 6. For the LUMO energy (spin up / spin down), the calculation gives -3.16 / -4.95 eV. Its charge is +1. The calculation puts the frontier orbital gap (spin up / spin down) at 3.97 / 5.01 eV.

---

Record 3
Entry from OMol25: a 2-piece molecular cluster, C16H23Br2Cl2N2O2S overall at a distorted geometry (ωB97M-V/def2-TZVPD).

XYZ file:
```
48
Properties=species:S:1:pos:R:3:nbo_charge:R:1
C 2.724 -4.033 0.560 -0.63
C 2.255 -2.891 -0.472 -0.54
S 1.658 -1.477 0.548 0.21
C 0.001 -0.914 -0.062 -0.57
C -0.507 0.126 1.003 -0.01
C -0.900 -0.344 2.363 0.02
C -0.883 -1.849 2.824 0.78
O 0.150 -2.317 3.189 -0.45
O -2.087 -2.555 2.830 -0.53
C -2.239 -3.329 1.612 -0.09
C -3.497 -2.943 0.758 -0.24
N -4.752 -2.884 1.559 -0.83
C -1.341 0.648 3.387 -0.21
C -1.364 2.051 2.987 0.08
N -1.031 2.454 1.702 -0.45
C -0.618 1.556 0.732 0.25
C -0.261 2.088 -0.681 -0.23
Br 1.441 2.990 -0.988 0.15
C -1.200 1.898 -1.660 -0.03
C -2.574 1.183 -1.360 -0.67
Br -0.920 2.498 -3.489 0.14
H 2.509 -5.065 0.187 0.23
H 2.247 -3.842 1.565 0.23
H 3.838 -3.951 0.730 0.22
H 1.493 -3.310 -1.179 0.23
H 3.193 -2.608 -1.032 0.24
H -0.734 -1.738 -0.247 0.23
H 0.179 -0.393 -1.044 0.25
H -1.324 -3.242 0.969 0.18
H -2.315 -4.420 1.899 0.21
H -3.351 -1.976 0.198 0.18
H -3.655 -3.749 -0.026 0.19
H -4.936 -3.819 1.942 0.36
H -5.519 -2.728 0.898 0.36
H -1.629 0.328 4.421 0.28
H -1.661 2.816 3.751 0.26
H -1.083 3.461 1.521 0.46
H -2.416 0.065 -1.275 0.23
H -3.326 1.345 -2.171 0.26
H -3.025 1.518 -0.389 0.23
Cl 3.913 5.717 -1.716 -0.06
C 4.946 4.757 -2.807 -0.39
C 4.662 5.049 -4.262 -0.39
Cl 3.061 4.449 -4.765 -0.06
H 4.797 3.703 -2.574 0.22
H 5.979 5.014 -2.572 0.23
H 5.399 4.548 -4.890 0.23
H 4.704 6.117 -4.472 0.23
```

Its highest occupied orbital energy is -0.419 Ha. As for the energy above the lowest of the compared OMol25 structures with the same formula, charge and spin: 213.4 kJ/mol. Its largest force on an atom is 0.061 hartree/bohr. For the LUMO energy, the calculation gives -4.65 eV. Its charge is +1. The calculation puts the frontier orbital gap at 6.74 eV.

---

Record 4
Entry from OMol25: a 6-piece molecular cluster, C56H71FN5O22S3 overall at a distorted geometry (ωB97M-V/def2-TZVPD).

XYZ file:
```
158
Properties=species:S:1:pos:R:3:mulliken_charge:R:1
C 1.133 2.015 2.884 -1.44
C -0.079 2.392 1.972 0.78
C -1.389 2.382 2.790 -0.50
C -2.522 3.215 2.135 -1.16
C -2.974 2.682 0.755 -0.35
C -3.631 1.269 0.835 0.00
C -4.663 1.007 -0.311 -1.14
C -4.342 -0.235 -1.170 -0.47
C -4.322 -1.575 -0.368 -0.07
C -4.966 -2.763 -1.159 -0.66
C -4.130 -4.085 -1.112 -0.62
C -3.987 -4.762 -2.531 -0.99
N -2.548 -4.741 -2.886 -0.11
C -2.027 -3.764 -3.589 0.54
N -0.681 -3.742 -3.881 -0.62
C -0.524 -2.601 -4.555 0.41
C 0.899 -2.253 -4.989 -0.76
C 1.092 -1.459 -6.319 -0.99
C 1.310 0.077 -6.219 -0.63
C 1.825 0.582 -4.860 -0.34
N 2.200 1.993 -4.799 0.33
C 1.316 2.888 -5.589 -0.29
C 1.303 4.378 -5.147 -1.34
C 0.039 4.656 -4.263 1.18
C 0.269 5.666 -3.089 -1.33
C 2.336 2.375 -3.425 -0.50
S 3.740 3.046 -2.949 -0.11
S 1.052 2.139 -2.153 0.19
C 1.441 0.459 -1.488 -1.21
C 0.151 -0.411 -1.456 1.96
C 0.236 -1.581 -0.430 -1.30
N -1.730 -1.970 -4.666 0.12
S -2.114 -0.493 -5.372 1.24
O -1.956 -0.516 -6.777 -0.59
O -3.483 -0.313 -5.032 -0.67
F -1.323 0.656 -4.671 -0.04
N -2.708 -2.707 -4.063 -0.21
H 2.086 2.360 2.449 0.39
H 1.205 0.921 3.016 0.21
H 1.010 2.437 3.897 0.41
H 0.136 3.367 1.505 0.28
H -0.143 1.632 1.173 -0.59
H -1.167 2.835 3.774 0.46
H -1.773 1.365 2.994 0.19
H -2.197 4.271 2.076 0.40
H -3.392 3.215 2.824 0.36
H -2.079 2.602 0.108 -0.15
H -3.700 3.404 0.342 0.53
H -2.813 0.526 0.843 0.00
H -4.179 1.233 1.796 0.43
H -5.668 0.932 0.146 0.13
H -4.679 1.907 -0.955 0.51
H -5.063 -0.254 -2.012 0.59
H -3.349 -0.053 -1.634 -0.21
H -4.876 -1.370 0.583 0.10
H -3.276 -1.767 -0.075 0.32
H -5.218 -2.427 -2.181 0.49
H -5.909 -2.980 -0.623 0.21
H -4.520 -4.792 -0.360 0.56
H -3.123 -3.816 -0.741 0.36
H -4.316 -5.805 -2.441 0.35
H -4.599 -4.232 -3.273 0.49
H -1.903 -5.451 -2.562 0.25
H 1.403 -1.830 -4.103 0.41
H 1.376 -3.238 -5.141 0.41
H 1.979 -1.886 -6.819 0.50
H 0.252 -1.721 -6.987 0.31
H 2.069 0.352 -6.977 0.54
H 0.393 0.577 -6.571 0.23
H 2.748 -0.001 -4.635 0.50
H 1.093 0.275 -4.079 -0.22
H 0.266 2.550 -5.663 0.09
H 1.705 2.871 -6.627 0.31
H 2.244 4.734 -4.708 0.51
H 1.158 4.964 -6.074 0.46
H -0.430 3.714 -3.923 0.16
H -0.717 5.117 -4.926 -0.63
H -0.530 6.429 -3.135 0.36
H 0.084 5.130 -2.139 0.23
H 1.249 6.161 -3.105 0.34
H 2.229 -0.037 -2.085 0.60
H 1.867 0.529 -0.471 0.73
H -0.713 0.230 -1.204 -0.21
H 0.032 -0.831 -2.474 -1.31
H 1.279 -1.944 -0.436 0.47
H -0.075 -1.271 0.580 0.28
H -0.457 -2.385 -0.745 0.19
H -3.694 -2.482 -3.986 0.41
C 3.895 -0.071 7.663 -1.04
C 2.675 -0.084 7.114 0.39
C 2.468 -0.445 5.676 0.98
O 1.338 -0.462 5.226 -0.63
C 3.645 -0.759 4.869 -0.80
C 4.860 -0.741 5.419 -0.04
C 5.066 -0.407 6.862 1.09
O 6.195 -0.425 7.315 -0.56
O 5.964 -1.021 4.708 -0.61
O 1.580 0.221 7.816 -0.57
H 4.059 0.185 8.701 0.46
H 3.486 -1.002 3.827 0.53
H 6.710 -0.940 5.337 0.34
H 0.833 0.134 7.194 0.34
C 8.652 -3.941 1.881 -0.82
C 7.594 -3.357 2.459 0.38
C 6.199 -3.861 2.228 0.94
O 5.267 -3.313 2.786 -0.53
C 6.020 -4.997 1.329 -1.07
C 7.078 -5.576 0.752 0.35
C 8.472 -5.091 1.002 1.02
O 9.400 -5.666 0.465 -0.61
O 6.950 -6.616 -0.078 -0.57
O 7.728 -2.302 3.266 -0.58
H 9.662 -3.590 2.040 0.45
H 5.010 -5.341 1.157 0.43
H 7.859 -6.845 -0.354 0.36
H 6.822 -2.058 3.566 0.42
C 9.613 -1.515 11.952 -0.96
C 8.300 -1.726 11.807 0.44
C 7.667 -1.833 10.453 0.98
O 6.470 -2.044 10.377 -0.63
C 8.521 -1.673 9.282 -0.97
C 9.834 -1.460 9.426 0.38
C 10.471 -1.379 10.778 0.92
O 11.672 -1.202 10.854 -0.61
O 10.645 -1.307 8.374 -0.56
O 7.484 -1.853 12.858 -0.56
H 10.082 -1.438 12.923 0.42
H 8.050 -1.735 8.312 0.45
H 11.537 -1.168 8.748 0.36
H 6.594 -1.998 12.484 0.35
C -3.874 5.808 -5.650 -1.03
C -5.200 5.799 -5.827 0.40
C -5.809 5.834 -7.196 0.85
O -7.019 5.804 -7.302 -0.61
C -4.912 5.907 -8.345 -0.91
C -3.586 5.920 -8.166 0.29
C -2.979 5.857 -6.799 1.13
O -1.765 5.852 -6.691 -0.67
O -2.736 5.989 -9.195 -0.58
O -6.050 5.756 -4.799 -0.57
H -3.423 5.781 -4.667 0.51
H -5.363 5.950 -9.326 0.43
H -1.843 5.982 -8.801 0.34
H -6.943 5.758 -5.195 0.36
C -8.902 -0.128 1.904 -1.04
C -10.152 -0.483 1.578 0.40
C -10.513 -1.909 1.292 0.90
O -11.663 -2.183 1.019 -0.59
C -9.450 -2.912 1.352 -0.80
C -8.205 -2.553 1.675 0.27
C -7.852 -1.133 1.986 1.04
O -6.701 -0.869 2.291 -0.61
O -7.202 -3.442 1.739 -0.63
O -11.138 0.410 1.492 -0.56
H -8.629 0.897 2.115 0.47
H -9.718 -3.935 1.128 0.44
H -6.413 -2.927 1.997 0.37
H -11.935 -0.098 1.245 0.36
```

Its highest occupied orbital energy is -0.375 Ha. Its largest force on an atom is 0.094 hartree/bohr. For the LUMO energy, the calculation gives -3.55 eV. Its charge is +1. The calculation puts the frontier orbital gap at 6.67 eV.